1.
C27H41NO5PTc | ωB97M-V with the def2-TZVPD basis set

```
! wB97M-V def2-TZVPD RIJCOSX def2/J DEFGRID3
* xyz 1 4
H -2.047 -0.210 2.240
H -0.728 -3.699 3.722
C 3.732 1.318 -2.774
C -2.480 -0.778 -1.457
C -4.626 0.272 -1.559
C 3.318 0.445 1.023
C 2.463 -0.831 1.116
H 4.281 1.333 -3.714
C -2.589 1.520 -1.681
C -0.533 -2.530 1.930
C -2.026 -2.771 1.631
H 3.189 -1.078 -4.634
H 2.315 1.137 -5.311
H -0.948 1.663 3.755
H -0.836 3.734 -0.040
C -0.163 -1.119 1.534
Tc 0.086 0.476 -1.732
C -3.852 -0.901 -1.479
C -0.369 -2.710 3.451
O -5.949 0.157 -1.529
H -2.669 -2.189 2.286
C -1.091 2.466 1.715
C -0.469 3.649 0.975
C 0.263 -3.601 1.180
O -1.815 -3.057 -1.734
H 0.233 -3.415 0.110
H -0.725 4.571 1.492
H 1.191 2.150 -4.380
O -0.247 -1.470 -1.681
C 0.579 0.825 0.491
H 1.311 1.623 0.473
H 0.694 0.538 -4.928
C -0.657 1.120 1.217
C 2.751 -1.218 -3.645
C -0.568 2.501 3.173
H -2.267 -2.544 0.600
C -3.970 1.502 -1.725
H 3.955 -2.103 0.204
C 0.994 -0.507 0.975
C 2.743 -1.445 2.499
H -0.959 -1.974 3.990
H -4.511 2.422 -1.893
H 3.521 2.341 -2.469
H 3.499 -1.662 -2.992
H 3.813 -1.427 2.691
H 4.345 0.839 -2.014
H 1.295 -3.658 1.511
C -1.676 2.701 -2.013
H 2.304 -2.641 -0.103
H -3.013 2.544 0.725
O -0.426 2.356 -2.031
C 1.531 1.130 -4.555
H 3.227 0.915 0.047
H -6.396 1.011 -1.625
H 2.250 -0.861 3.273
H 0.614 3.574 0.940
H -3.070 1.826 2.337
H -2.260 -3.818 1.798
C 2.940 -1.772 -0.002
C -2.616 2.605 1.734
H 0.664 -2.617 3.764
C -1.119 -0.087 1.713
H -2.901 3.569 2.149
O -2.124 3.790 -2.272
C -1.463 -1.909 -1.617
N -1.883 0.413 -1.473
H -4.320 -1.873 -1.453
H 0.519 2.463 3.177
H 1.916 -1.912 -3.728
H -0.882 3.428 3.642
H 3.042 1.155 1.797
H -0.189 -4.573 1.358
H 2.919 -1.226 -0.942
H 4.360 0.182 1.179
P 2.161 0.398 -2.995
H 2.412 -2.474 2.564
*
```

Results
LUMO energy (spin up / spin down) = -4.5 / -4.9 eV
Frontier orbital gap (spin up / spin down) = 6.9736 / 6.2809 eV
E_HOMO (spin up / spin down) = -11.45 / -11.17 eV
<S²> = 3.786
Relative energy (zero: lowest compared OMol25 entry of this formula, charge and spin) = 1.5129 eV

---

2.
C27H42AlBBrCl2F7KNNaO9Si | ωB97M-V with the def2-TZVPD basis set

```
! wB97M-V def2-TZVPD RIJCOSX def2/J DEFGRID3
* xyz 1 1
C -6.202 -3.397 0.052
H -1.374 0.620 3.383
H -1.286 -5.359 4.723
H -1.933 0.335 -2.735
C -3.579 4.023 -1.050
F -1.838 1.369 -0.230
F -3.393 5.669 -6.499
Al 5.748 1.510 1.112
C -4.754 -3.771 0.299
H -3.249 -2.472 1.228
H 1.268 2.967 1.763
H -5.540 3.767 -2.153
H -6.684 -2.610 2.016
H -1.636 -4.348 3.300
K -0.954 -5.843 -1.480
Si 0.876 0.002 2.372
C -2.943 -3.980 4.998
C 8.860 2.058 -3.388
H -4.829 5.304 -2.439
O -2.938 3.604 -2.042
H 10.698 3.950 -1.145
H 2.652 0.090 4.219
Cl 0.847 -3.628 -3.459
C 2.804 3.213 0.211
C 3.920 1.122 -0.621
H -1.691 -2.731 -0.688
C -6.391 -2.248 1.026
H 0.980 -1.516 -0.381
H -0.879 -1.634 1.595
O 8.144 3.715 -2.006
H -0.413 2.172 2.765
N -0.944 -3.313 -1.130
H 10.661 4.115 -2.888
C -0.433 -2.786 -2.447
H -3.805 -1.931 -0.383
F -0.568 -4.102 1.077
H 11.348 2.649 -2.159
C 3.074 0.325 0.299
H -4.289 -4.307 -0.535
H -7.135 -1.528 0.686
Na -0.150 0.865 -2.441
H -3.134 4.847 -0.466
C -0.663 1.098 2.544
H 9.225 1.032 -3.427
C 3.777 2.574 -0.680
C -2.082 -0.730 -2.366
C -1.620 -4.371 4.392
F -3.774 5.861 -4.216
C -4.118 -2.413 0.560
C 7.073 3.185 -2.651
H 9.093 2.063 -1.241
C 1.561 -0.177 4.156
C 10.556 3.395 -2.074
F 1.073 -4.585 -0.443
H -3.489 -3.259 4.385
H 4.413 3.131 -1.406
H -4.678 -4.396 1.194
C 0.872 -2.291 0.431
F -5.322 6.698 -5.728
C 0.116 -3.563 -0.076
B -4.390 5.661 -5.486
O -0.724 -2.199 6.825
C -0.934 -1.637 -3.015
H -3.584 -4.842 5.190
F -5.061 4.404 -5.487
O -5.727 5.089 -0.640
H 9.212 2.597 -4.270
H 0.368 -2.438 2.602
C -1.286 -2.905 6.056
H -6.325 -3.041 -0.975
H -1.391 -4.235 -1.333
H 3.238 -0.774 0.296
H 2.695 4.324 0.197
H -6.903 -4.215 0.213
O 7.428 2.093 -3.377
C 0.236 -1.702 1.763
H -3.838 3.295 -0.263
C -5.083 4.616 -1.615
O -0.731 -3.391 4.903
C 1.974 2.403 1.120
O -5.115 -1.600 1.153
H 1.428 -1.243 4.488
C 2.064 0.917 1.180
H 4.646 0.577 -1.268
C 9.194 2.743 -2.094
O 5.964 3.625 -2.592
H 1.917 -2.622 0.694
H -2.079 -0.711 -1.237
O -2.559 -3.354 6.212
Br -1.933 -0.866 4.060
H -3.085 -1.063 -2.760
H -1.215 1.043 1.556
H 0.979 0.497 4.836
Cl -0.311 -1.085 -4.646
*
```

Results
LUMO energy = -5.7 eV
Frontier orbital gap = 2.3948 eV
E_HOMO = -8.08 eV

---

3.
C27H42BF9N4O19PS | ωB97M-V with the def2-TZVPD basis set

```
! wB97M-V def2-TZVPD RIJCOSX def2/J DEFGRID3
* xyz 1 1
C 6.869 -4.335 -0.038
O 6.748 -0.909 5.196
S -0.045 -2.241 3.721
F -1.901 1.648 -5.597
F -4.229 2.809 -3.400
H -2.602 2.343 1.254
O 1.359 -1.426 1.334
H 5.413 -2.484 5.455
O -0.397 -4.925 -2.598
O 4.339 -2.097 -0.838
H -5.354 4.056 -1.838
N 1.934 2.706 -0.776
H 2.838 -0.976 -1.579
C -3.130 2.179 -3.652
H 2.485 0.191 3.135
F -2.114 2.895 -3.316
N -3.915 -2.515 -2.164
O -1.547 -6.465 -3.783
H -1.962 4.640 3.765
O -6.595 3.711 0.455
H 9.522 -1.369 2.593
H 6.899 -2.570 6.439
O 0.590 -6.493 -3.889
C -8.202 5.291 1.855
H 3.896 -1.630 -2.827
H 0.037 4.688 0.353
O 1.292 0.214 -2.550
H -1.265 0.580 3.043
O -2.204 4.237 2.930
C -3.000 -1.965 -1.682
C -6.473 4.907 0.356
H -2.795 -5.995 -2.192
H -8.922 4.704 1.289
O 7.524 -2.556 3.866
C 0.975 4.317 0.726
H -4.195 4.004 -0.486
H 1.324 0.890 0.518
F -2.089 0.118 -3.447
O -5.581 5.532 -0.406
F -4.169 0.191 -3.454
O -0.322 3.046 3.602
O -7.192 5.821 0.990
O 1.615 0.063 3.533
H -2.853 -4.866 -3.574
C -3.262 0.778 -1.419
C 3.394 -1.846 -1.887
C 0.795 1.691 0.998
C -1.532 2.516 1.286
C -0.699 1.284 1.008
H -3.575 -6.475 -3.707
H 0.976 4.361 1.804
H -3.160 0.583 1.220
C 1.867 -5.968 -3.521
F -3.134 2.010 -0.994
C -3.118 0.795 -2.981
C -0.952 0.565 -0.328
H 1.750 4.972 0.394
H 8.037 -1.270 1.605
O 7.927 -0.368 3.476
C -0.445 -5.870 -3.350
H 6.348 -5.287 -0.093
F -3.141 3.321 -5.609
H 2.022 -6.045 -2.448
C 7.412 -1.394 4.149
O -2.018 -1.329 -1.116
H 2.221 3.577 -1.204
H -0.255 -0.257 -0.281
H 2.711 -2.686 -2.003
H -1.400 -1.798 1.303
C 8.673 -0.747 2.318
H 1.964 -4.935 -3.844
H -7.755 4.686 2.641
H 1.148 1.817 2.002
P 0.625 -0.798 2.624
C -3.043 2.082 -5.205
H -4.062 5.257 -1.727
C -0.860 0.185 2.128
H -2.398 -1.233 2.566
C 1.241 2.911 0.250
C 5.144 -3.147 -1.036
H 7.454 -4.305 0.876
B -1.316 3.275 2.668
H 7.539 -4.219 -0.887
O 5.140 -3.860 -1.999
O 5.936 -3.247 0.022
C -1.861 -0.916 1.704
H 9.044 0.164 1.858
H -1.390 3.252 0.520
H 2.606 -6.573 -4.033
O -4.034 -1.116 0.790
C -2.757 -5.908 -3.276
H 5.642 -1.384 6.827
H -8.705 6.142 2.300
F -4.493 0.479 -1.141
H -4.730 -0.682 1.296
C -2.327 -0.079 -0.571
C 6.144 -1.909 6.020
F -4.020 1.434 -5.721
H -0.371 2.211 4.065
N -0.561 1.345 -1.503
C 0.358 0.805 -2.101
C -4.754 4.645 -1.156
N -2.877 -0.299 0.790
H 2.286 -1.155 1.311
*
```

Results
LUMO energy = -3.5 eV
Frontier orbital gap = 8.5965 eV
E_HOMO = -12.05 eV

---

| no. | total energy (a.u.) |
| --- | --- |
| 1 | -1906.33501 |
| 2 | -7297.81829 |
| 3 | -4365.59510 |